(1)
The molecule C23H19Cl2N3O5S. Source: the Open Molecules 2025 dataset; level of theory: the ωB97M-V functional and the def2-TZVPD basis.

Values from the calculation:
E = -2746.96377 Ha
charge = 0
Kohn-Sham gap = 7.63 eV
structure (SMILES) = CCn1c2ccccc2c2cc(NC(=O)COC(=O)c3cc(S(N)(=O)=O)c(Cl)cc3Cl)ccc21
energy above the lowest of the compared OMol25 structures with the same formula, charge and spin = 0.2 kJ/mol

Element x y z (Å)
C 5.361 2.886 -4.257
H 6.086 2.946 -5.064
H 4.714 2.028 -4.429
H 4.749 3.785 -4.268
C 6.075 2.748 -2.913
N 5.141 2.664 -1.822
C 4.555 1.510 -1.360
C 4.747 0.193 -1.752
C 4.033 -0.799 -1.111
C 3.131 -0.490 -0.088
C 2.928 0.825 0.308
C 3.639 1.829 -0.328
C 3.672 3.257 -0.186
C 3.004 4.151 0.640
C 3.272 5.499 0.508
C 4.190 5.958 -0.434
C 4.866 5.087 -1.267
C 4.606 3.730 -1.138
H 5.572 5.462 -1.994
H 4.377 7.018 -0.515
H 2.764 6.212 1.140
H 2.291 3.795 1.368
H 2.226 1.059 1.095
N 2.378 -1.477 0.572
C 2.281 -2.794 0.299
O 2.931 -3.418 -0.509
C 1.193 -3.484 1.153
H 1.191 -4.550 0.927
H 1.378 -3.312 2.219
O -0.107 -3.003 0.801
C -0.570 -1.931 1.419
O 0.007 -1.324 2.286
C -1.914 -1.542 0.875
C -3.090 -1.845 1.545
C -4.305 -1.454 1.020
C -4.363 -0.749 -0.171
C -3.195 -0.429 -0.852
C -1.977 -0.830 -0.324
Cl -0.519 -0.433 -1.144
H -3.237 0.125 -1.776
Cl -5.877 -0.272 -0.786
S -5.810 -1.901 1.891
O -5.430 -2.548 3.108
O -6.700 -2.563 0.991
N -6.432 -0.393 2.257
H -7.347 -0.235 1.867
H -6.402 -0.199 3.244
H -3.086 -2.389 2.476
H 1.798 -1.113 1.321
H 4.164 -1.828 -1.399
H 5.435 -0.068 -2.542
H 6.727 3.609 -2.745
H 6.694 1.847 -2.909

=====

(2)
A structure of composition C23H19ClF3NO2PPt. Source: the Open Molecules 2025 dataset; level of theory: the ωB97M-V functional and the def2-TZVPD basis.

Values from the calculation:
E = -2313.33838 Ha
charge = +1
Kohn-Sham gap (alpha / beta) = 8.54 / 7.66 eV
expectation value of S² = 2.0061
2S+1 = 3
energy above the lowest of the compared OMol25 structures with the same formula, charge and spin = 2.2 kJ/mol

Element x y z (Å)
Pt 2.250 -0.234 0.158
Cl 1.894 2.368 -1.073
C 0.359 1.917 -1.782
C 0.026 2.461 -3.008
C -1.187 2.112 -3.588
C -2.043 1.231 -2.947
C -1.697 0.702 -1.711
C -0.491 1.045 -1.105
P 0.011 0.366 0.499
C -0.282 1.654 1.719
C 0.049 1.385 3.049
C -0.171 2.346 4.020
C -0.712 3.577 3.670
C -1.037 3.848 2.350
C -0.825 2.888 1.371
C -1.085 -1.004 0.879
C -2.295 -0.783 1.539
C -3.143 -1.849 1.791
C -2.785 -3.130 1.392
C -1.579 -3.353 0.743
C -0.725 -2.292 0.487
H 0.702 3.149 -3.497
H -1.459 2.536 -4.546
H -2.985 0.959 -3.403
H -2.367 0.018 -1.207
H 0.480 0.431 3.324
H 0.084 2.137 5.050
H -0.879 4.328 4.431
H -1.460 4.806 2.079
H -1.090 3.103 0.344
H -2.566 0.216 1.860
H -4.080 -1.682 2.305
H -3.447 -3.961 1.599
H -1.296 -4.355 0.450
H 0.229 -2.470 0.006
C 1.046 -1.124 -5.075
C 2.339 -1.551 -4.371
C 2.333 -1.149 -2.969
N 2.298 -0.817 -1.875
H 1.088 -1.438 -6.116
H 0.924 -0.043 -5.042
H 0.178 -1.586 -4.608
H 3.218 -1.102 -4.836
H 2.471 -2.634 -4.399
F 1.668 -2.288 4.232
C 2.895 -2.163 3.703
F 3.651 -1.479 4.551
F 3.412 -3.375 3.538
C 2.757 -1.429 2.358
O 2.539 -2.106 1.323
O 2.788 -0.181 2.336

=====

(3)
A structure of composition C23H19CrN4O2. Source: the Open Molecules 2025 dataset; level of theory: the ωB97M-V functional and the def2-TZVPD basis.

Values from the calculation:
E = -2301.92740 Ha
charge = -1
Kohn-Sham gap (alpha / beta) = 4.85 / 7.25 eV
expectation value of S² = 6.4446
2S+1 = 5

Element x y z (Å)
Cr 0.336 -0.224 0.113
C 0.461 -0.108 -4.231
C -0.464 -1.139 -4.551
C -1.097 -1.818 -3.554
C -0.827 -1.503 -2.198
N 0.112 -0.518 -1.907
C 0.696 0.151 -2.903
C -1.457 -2.086 -1.073
C -2.391 -3.149 -1.068
C -2.849 -3.621 0.152
C -2.415 -3.091 1.360
C -1.482 -2.029 1.332
N -1.071 -1.539 0.121
C -0.880 -1.390 2.443
C -1.143 -1.672 3.807
C -0.519 -0.955 4.785
C 0.389 0.082 4.435
C 0.617 0.310 3.101
N 0.035 -0.390 2.125
H 0.962 0.468 -4.995
H -0.675 -1.376 -5.587
H -1.820 -2.591 -3.781
H 1.384 0.934 -2.600
H -2.720 -3.591 -1.997
H -3.562 -4.438 0.164
H -2.768 -3.485 2.302
H -1.843 -2.457 4.059
H -0.722 -1.172 5.827
H 0.886 0.682 5.184
H 1.295 1.090 2.772
C 4.108 -1.379 0.633
C 2.684 -0.977 0.379
O 1.775 -1.837 0.302
O 2.393 0.255 0.231
H 4.138 -2.333 1.153
H 4.615 -0.606 1.207
H 4.616 -1.485 -0.328
N -0.226 1.415 0.009
C -0.153 2.715 -0.295
C 1.102 3.359 -0.469
C 1.167 4.706 -0.768
C 0.018 5.481 -0.919
C -1.215 4.858 -0.753
C -1.313 3.514 -0.445
H 1.998 2.763 -0.348
H 2.142 5.166 -0.891
H 0.083 6.534 -1.159
H -2.125 5.437 -0.863
H -2.278 3.040 -0.313

=====

(4)
A structure of composition C23H19CuN4O5S. Source: the Open Molecules 2025 dataset; level of theory: the ωB97M-V functional and the def2-TZVPD basis.

Values from the calculation:
E = -3521.70595 Ha
charge = 0
Kohn-Sham gap = 7.32 eV

Element x y z (Å)
Cu 1.258 1.036 -0.852
O 3.329 0.877 -1.539
C 4.120 1.776 -0.806
C 3.457 3.125 -0.870
C 4.191 4.288 -1.054
C 3.531 5.503 -1.112
C 2.151 5.513 -0.989
C 1.499 4.305 -0.815
N 2.125 3.130 -0.755
H 3.521 -0.074 -1.253
H 5.132 1.836 -1.216
H 4.191 1.474 0.248
H 5.267 4.226 -1.153
H 4.082 6.422 -1.263
H 1.593 6.438 -1.022
H 0.422 4.288 -0.718
S -5.298 0.512 -0.152
C -3.519 0.731 -0.227
C -2.953 1.981 -0.427
C -1.575 2.094 -0.401
N -0.751 1.059 -0.216
C -1.307 -0.146 -0.044
C -2.676 -0.355 -0.047
C -5.412 0.755 1.628
C -5.370 -0.331 2.487
C -5.386 -0.081 3.854
N -5.449 1.139 4.374
C -5.521 2.168 3.537
C -5.513 2.033 2.156
H -3.574 2.851 -0.592
H -1.109 3.062 -0.518
H -0.612 -0.962 0.097
H -3.073 -1.350 0.099
H -5.319 -1.341 2.103
H -5.340 -0.900 4.563
H -5.589 3.150 3.993
H -5.587 2.897 1.510
O 3.458 -1.602 -0.728
C 2.248 -1.890 -0.841
O 1.293 -1.069 -0.935
C 1.875 -3.359 -0.856
C 0.578 -3.743 -1.181
C 0.219 -5.083 -1.204
C 1.159 -6.053 -0.906
C 2.452 -5.658 -0.598
C 2.827 -4.325 -0.570
N 3.451 -6.689 -0.304
O 4.598 -6.330 -0.114
O 3.077 -7.848 -0.249
H -0.134 -2.967 -1.426
H -0.793 -5.368 -1.458
H 0.917 -7.105 -0.912
H 3.839 -4.040 -0.325

=====

(5)
A structure of composition C23H19F5N3PdS. Source: the Open Molecules 2025 dataset; level of theory: the ωB97M-V functional and the def2-TZVPD basis.

Values from the calculation:
E = -2077.22462 Ha
charge = +1
Kohn-Sham gap = 6.89 eV
energy above the lowest of the compared OMol25 structures with the same formula, charge and spin = 61.6 kJ/mol

Element x y z (Å)
Pd -0.559 -0.329 -1.027
S -0.338 1.062 3.523
C -0.194 -0.652 3.757
C -0.148 -1.375 4.946
C -0.028 -2.748 4.861
C 0.038 -3.393 3.620
C -0.010 -2.676 2.444
C -0.124 -1.287 2.512
N -0.164 -0.426 1.430
C -0.284 0.807 1.804
C -0.376 1.896 0.815
C -0.365 3.227 1.232
C -0.438 4.257 0.310
C -0.526 3.961 -1.041
C -0.551 2.639 -1.474
C -0.469 1.601 -0.559
H -0.211 -0.881 5.906
H 0.005 -3.336 5.768
H 0.114 -4.472 3.588
H -0.001 -3.169 1.479
H -0.303 3.460 2.289
H -0.432 5.285 0.645
H -0.601 4.761 -1.767
H -0.661 2.428 -2.526
N 4.210 -0.484 -2.527
C 3.836 0.737 -1.727
C 2.321 0.782 -1.600
N 1.751 -0.441 -1.034
C 2.204 -1.649 -1.714
C 3.719 -1.734 -1.852
H 5.218 -0.526 -2.682
H 3.771 -0.414 -3.449
H 4.229 1.612 -2.242
H 4.328 0.639 -0.759
H 1.869 0.949 -2.582
H 2.035 1.630 -0.981
H 1.902 -0.493 -0.029
H 1.736 -1.686 -2.703
H 1.860 -2.524 -1.163
H 4.030 -2.590 -2.449
H 4.211 -1.775 -0.880
F -2.647 -2.065 0.388
C -3.294 -1.154 -0.373
C -2.566 -0.343 -1.222
C -3.301 0.562 -1.970
F -2.699 1.381 -2.848
C -4.680 0.662 -1.886
F -5.356 1.538 -2.630
C -5.368 -0.169 -1.015
F -6.692 -0.094 -0.926
C -4.671 -1.090 -0.252
F -5.328 -1.901 0.577

=====

(6)
The molecule C23H19N5O2. Source: the Open Molecules 2025 dataset; level of theory: the ωB97M-V functional and the def2-TZVPD basis.

Values from the calculation:
E = -1312.05396 Ha
charge = 0
Kohn-Sham gap = 7.43 eV
structure (SMILES) = COc1cccc2c(OCc3ccccc3)nc(-n3c(N)nc4ccccc43)nc12
energy above the lowest of the compared OMol25 structures with the same formula, charge and spin = 257.2 kJ/mol

Element x y z (Å)
N 2.696 -2.599 1.983
N -0.915 -1.239 0.420
N 0.274 -0.496 -1.527
O 0.239 0.973 -3.906
O -3.164 -0.814 0.808
C 1.626 -1.940 1.672
C 0.204 -1.141 -0.328
C -1.400 3.752 2.979
C 5.157 -2.776 -0.729
C 4.312 -2.254 -1.767
C -2.591 3.397 2.276
C -0.580 2.677 3.294
C 4.651 -2.959 0.503
C 2.976 -2.033 -1.594
C -2.959 2.093 2.064
C -0.843 1.340 3.039
C -2.073 1.154 -3.744
C -3.300 0.767 -3.161
C 3.315 -2.669 0.734
C 2.531 -2.137 -0.309
C -2.130 0.982 2.441
C -0.875 0.738 -3.181
C -2.005 -0.705 -0.005
C -3.253 0.224 -1.850
C -0.849 -0.001 -1.929
C -2.064 -0.133 -1.233
N 0.795 -1.583 2.716
N 1.371 -1.688 0.320
C 1.271 1.757 -3.341
C -2.693 -0.435 2.158
H -1.096 4.726 3.206
H 6.226 -2.941 -0.919
H 4.629 -2.182 -2.754
H -3.184 4.324 2.037
H 0.435 2.742 3.795
H 5.328 -3.365 1.195
H 2.419 -1.804 -2.493
H -3.859 2.022 1.457
H 0.018 0.744 3.318
H -2.225 1.772 -4.627
H -4.269 0.983 -3.570
H -4.187 0.218 -1.347
H 1.157 -2.133 3.561
H -0.162 -1.416 2.519
H 2.025 1.080 -2.816
H 1.766 2.386 -4.108
H 0.739 2.368 -2.622
H -1.907 -1.093 2.474
H -3.575 -0.682 2.894

=====

(7)
A structure of composition C23H20Cl2O4PTc. Source: the Open Molecules 2025 dataset; level of theory: the ωB97M-V functional and the def2-TZVPD basis.

Values from the calculation:
E = -2531.21526 Ha
charge = +1
Kohn-Sham gap (alpha / beta) = 6.00 / 5.59 eV
expectation value of S² = 4.0963
2S+1 = 4
energy above the lowest of the compared OMol25 structures with the same formula, charge and spin = 0.0 kJ/mol

Element x y z (Å)
C -1.438 -1.997 3.400
C -0.888 -1.962 2.137
C 0.497 -1.442 2.234
H -1.342 -2.286 1.196
C 0.865 -1.351 3.621
C -0.477 -1.466 4.372
H -0.339 -1.507 5.678
H -2.421 -2.263 3.704
H 1.189 -1.654 1.332
H 1.777 -1.640 4.091
Tc 0.417 0.539 3.520
Cl 2.229 0.868 2.335
P 0.035 0.392 -1.466
C 1.294 -0.754 -1.809
C 1.040 -1.617 -2.903
H 0.025 -1.566 -3.347
C 2.036 -2.430 -3.388
H 1.864 -2.998 -4.305
C 3.293 -2.468 -2.732
H 4.097 -3.047 -3.171
C 3.503 -1.712 -1.563
H 4.500 -1.769 -1.080
C 2.506 -0.889 -1.075
H 2.613 -0.314 -0.131
C -1.635 -0.137 -1.633
C -2.017 -1.503 -1.436
H -1.266 -2.230 -1.068
C -3.323 -1.890 -1.706
H -3.591 -2.960 -1.716
C -4.285 -0.919 -2.057
H -5.251 -1.233 -2.428
C -3.957 0.454 -2.027
H -4.704 1.200 -2.311
C -2.661 0.843 -1.733
H -2.374 1.891 -1.602
C 0.407 2.080 -1.579
C 1.003 2.403 -2.818
H 1.277 1.549 -3.464
C 1.174 3.714 -3.178
H 1.522 3.948 -4.177
C 0.853 4.735 -2.250
H 0.935 5.772 -2.557
C 0.409 4.422 -0.950
H 0.205 5.256 -0.236
C 0.206 3.092 -0.588
H -0.084 2.794 0.445
O -0.695 1.498 6.700
Cl 0.477 0.609 6.739
O 1.424 0.885 5.499
O 0.088 -0.953 6.787
O -1.013 0.011 4.695

=====

(8)
A cluster of 2 separate species, C23H20ClFO2 in total. Source: the Open Molecules 2025 dataset; level of theory: the ωB97M-V functional and the def2-TZVPD basis.

Values from the calculation:
E = -1598.84274 Ha
charge = 0
Kohn-Sham gap = 2.26 eV

Element x y z (Å)
C 0.761 -1.673 4.684
C 0.520 -1.822 3.207
O -0.455 -0.861 2.756
C -0.727 -1.108 1.431
C -1.435 -0.061 0.737
C -1.653 -0.101 -0.644
C -1.359 -1.263 -1.444
C -1.555 -1.268 -2.819
Cl -1.104 -2.649 -3.727
C -2.111 -0.152 -3.470
C -2.396 1.000 -2.717
C -2.164 1.038 -1.351
O -0.325 -2.172 0.934
H 1.650 -2.255 4.938
H 0.937 -0.638 4.988
H -0.067 -2.092 5.264
H 1.454 -1.652 2.656
H 0.164 -2.835 2.995
H -1.716 0.817 1.303
H -0.944 -2.139 -0.961
H -2.297 -0.198 -4.538
H -2.799 1.880 -3.219
H -2.350 1.942 -0.765
F -5.814 1.268 8.353
C -5.046 0.878 7.279
C -3.717 0.538 7.517
C -2.944 0.147 6.411
C -3.499 0.090 5.144
C -4.870 0.427 4.898
C -5.328 0.315 3.559
C -6.622 0.497 2.997
C -6.731 0.344 1.575
C -7.938 0.491 0.915
C -9.102 0.811 1.635
C -9.034 0.966 3.025
C -7.828 0.798 3.702
C -5.637 0.858 6.024
H -3.301 0.585 8.518
H -1.895 -0.114 6.553
H -2.891 -0.216 4.290
H -4.552 0.027 2.844
H -5.818 0.097 1.028
H -7.980 0.358 -0.167
H -10.050 0.932 1.113
H -9.934 1.215 3.591
H -7.825 0.884 4.782
H -6.664 1.185 5.924